A 4-piece molecular cluster, C19H56N9O5P4S2 overall in a non-equilibrium geometry, computed with the ωB97M-V functional and the def2-TZVPD basis.

- Multiplicity: 1
- Calculated total energy: -3788.39620 Eh
- Gap between HOMO and LUMO: 0.197 hartree
- E_LUMO: 1.5 eV
- Charge: -1

Element x y z (Å)
S  7.42162  5.48239  4.82292
S  7.60067  7.49039  2.21833
P  1.67646  -3.67967  1.53906
P  -3.86293  -2.08679  -3.61416
P  6.17876  6.44195  3.35861
P  1.95007  3.88098  1.57120
O  4.48418  7.17100  5.22835
O  3.37065  3.47246  1.45753
O  -2.72985  -2.97481  -3.23877
O  2.01509  -2.27157  1.87175
O  5.46235  8.92777  4.20714
N  -5.17512  -3.14289  -3.28287
N  1.99220  5.36029  0.70819
N  -4.81855  -1.19153  -4.74091
N  0.54748  -3.42048  0.28013
N  -3.74469  -0.85936  -2.42850
N  0.54719  4.38545  2.44244
N  1.17632  2.64787  0.64751
N  0.99515  -5.23222  1.88346
N  3.17185  -4.25137  0.92252
C  3.30956  5.90969  0.40954
C  -4.81866  -0.01035  -1.95472
C  -6.34777  -2.75571  -2.52585
C  1.04537  5.70848  -0.32599
C  -5.34280  -2.00320  -5.86693
C  0.75008  5.63300  3.22893
C  0.08093  3.36787  3.41333
C  -2.44572  -0.19457  -2.35699
C  1.45724  1.27851  1.07211
C  0.07722  -2.05492  0.09751
C  -0.09983  2.75173  -0.02208
C  -0.44180  -5.18974  2.24915
C  5.23969  7.73791  4.41803
C  4.31459  -4.08752  1.81681
C  3.35286  -5.35076  -0.00123
C  -4.06757  -0.07400  -5.36527
C  -4.84661  -4.53927  -3.02685
C  1.67756  -5.91895  3.00626
C  0.57551  -4.11283  -0.99478
H  -1.04635  -4.82058  1.42759
H  -4.48093  0.53308  -1.07096
H  -2.34031  0.36775  -1.42871
H  -6.01928  -2.77481  -5.51536
H  -0.23180  1.88699  -0.67821
H  -6.14131  -2.68112  -1.45009
H  3.95854  5.83049  1.27604
H  -5.15910  0.73828  -2.68546
H  0.01672  5.54033  -0.00342
H  5.25001  -4.21341  1.27102
H  2.74244  -5.24551  -0.89260
H  3.15702  -6.34374  0.43234
H  -3.14045  -0.40687  -5.84010
H  -7.13952  -3.49829  -2.65976
H  8.29114  8.16452  3.15312
H  -2.27279  0.49904  -3.19121
H  1.16609  -6.85309  3.23389
H  1.56227  5.54012  3.95464
H  4.32611  -3.08400  2.24025
H  -0.85731  -2.05292  -0.46992
H  -0.14592  -1.58316  1.05048
H  1.23260  5.16428  -1.26351
H  6.47898  4.69663  5.35323
H  -5.73905  -5.15512  -3.16737
H  -4.47211  -4.70122  -2.00867
H  0.80711  -1.43676  -0.43792
H  -0.37123  -3.96349  -1.52113
H  4.31281  -4.80105  2.65333
H  0.67206  -5.19115  -0.86394
H  2.52212  1.13265  1.24560
H  0.86736  3.06185  4.10891
H  -0.96868  2.77939  0.65668
H  -0.78566  -6.20096  2.47049
H  -0.29142  2.47935  2.90372
H  1.70496  -5.31049  3.91498
H  -0.15612  3.61752  -0.67527
H  -1.64065  -0.92816  -2.37150
H  -4.10038  -4.90172  -3.72732
H  0.96852  6.47550  2.58265
H  -5.91282  -1.35973  -6.53770
H  -6.76506  -1.81516  -2.88551
H  -4.68557  0.40992  -6.11964
H  1.16547  0.56599  0.30281
H  -0.62708  -4.56025  3.12498
H  -0.75304  3.76418  3.99128
H  -5.68267  -0.58017  -1.62750
H  3.79033  5.41051  -0.44138
H  -0.17028  5.86997  3.76494
H  1.37953  -3.74526  -1.64611
H  1.11243  6.77787  -0.54666
H  2.69972  -6.18481  2.74065
H  3.23090  6.97520  0.17878
H  -4.54237  -2.48016  -6.44044
H  -3.82164  0.69200  -4.63169
H  4.38462  -5.35296  -0.35752
H  0.93228  1.00749  1.99926



A 9-piece molecular cluster, C19H56O9 overall in a non-equilibrium geometry, computed with the ωB97M-V functional and the def2-TZVPD basis.

- Energy relative to the best compared isomer or geometry (same formula, charge and spin): 0.0 kcal/mol
- Multiplicity: 1
- Calculated total energy: -1434.68645 Eh
- Gap between HOMO and LUMO: 0.355 hartree
- E_LUMO: 0.4 eV

Element x y z (Å)
O  -0.40176  -1.79846  1.83884
O  -1.93916  0.25667  -3.66462
O  0.77112  0.06028  -0.24966
O  2.04995  -3.00134  1.37179
O  -0.89676  1.81262  -1.56914
O  4.83018  3.24310  -1.37654
O  -4.53239  -0.57349  -2.90555
O  -0.85434  0.47428  3.55463
O  2.53009  -1.86608  -1.11578
C  3.04680  -2.19109  2.05505
C  -3.21851  0.79648  3.23776
C  -1.62994  -2.54366  1.92032
C  -1.85679  1.40297  2.99761
C  -1.36249  3.95759  -2.44353
C  -3.82197  -0.47291  -0.60255
C  -1.05322  -0.84411  -3.53878
C  -1.45494  -3.76392  1.03163
C  0.79790  2.81031  -2.98374
C  -1.57500  1.63276  1.51951
C  4.39414  -2.73788  1.69132
C  4.25926  1.10201  -2.39597
C  -0.26869  3.04843  -1.92811
C  -4.74764  0.08939  -1.66556
C  2.80260  -2.24569  3.55395
C  -1.95596  -2.89916  3.35494
C  -4.57591  1.58984  -1.81508
C  5.04472  1.27444  0.02277
C  4.28948  1.92609  -1.12523
H  -1.20632  -3.45642  0.01533
H  -2.37022  -4.35392  1.00727
H  -2.07061  4.15705  -1.63123
H  -2.75649  -3.63781  3.37022
H  -0.22251  0.95725  4.09169
H  -2.41951  -1.92391  1.48043
H  1.18751  -2.56840  1.57035
H  1.52791  -0.46651  -0.58569
H  -4.92273  1.93207  -2.78847
H  -1.57491  -1.75623  -3.83000
H  -1.06436  -3.28512  3.85102
H  5.22467  0.67441  -2.69122
H  -1.55128  0.96491  -3.11735
H  -3.63015  -0.37817  -3.21948
H  5.18020  -2.32533  2.32836
H  2.57131  -2.47333  -0.34005
H  5.70678  3.13428  -1.76339
H  1.53892  2.05925  -2.70992
H  3.04681  -2.28746  -1.80913
H  -1.94408  3.45939  -3.22245
H  -4.00399  1.54516  3.12071
H  4.40431  -3.82549  1.73639
H  3.25750  2.14727  -0.83898
H  -0.18706  -0.71451  -4.19430
H  -1.80773  0.74114  0.92807
H  -5.17011  2.12249  -1.05962
H  -5.79050  -0.14155  -1.44108
H  -3.42232  -0.01366  2.53647
H  3.44082  -1.52274  4.07024
H  0.29481  -0.54277  0.34806
H  -4.05023  -1.51451  -0.38019
H  -0.48085  -0.95844  2.32649
H  -1.75662  2.35145  3.53450
H  -2.78005  -0.39472  -0.92996
H  -0.20441  1.19447  -1.24631
H  -0.72714  -0.98404  -2.50315
H  5.06981  1.98010  0.85296
H  -0.97944  4.91815  -2.77981
H  -3.54391  1.91655  -1.65836
H  -3.26877  0.41997  4.25908
H  0.32647  2.51702  -3.92671
H  2.89752  -1.15817  1.71171
H  0.16144  3.50125  -1.02503
H  4.58077  0.33887  0.34151
H  3.53491  0.28876  -2.31091
H  3.01499  -3.25364  3.91555
H  6.08050  1.07037  -0.26440
H  -2.21142  2.43058  1.12332
H  4.69429  -2.44262  0.67931
H  -2.28262  -2.01977  3.91248
H  -3.89127  0.12161  0.31806
H  -0.65230  -4.40194  1.41173
H  1.33845  3.73832  -3.20134
H  3.95461  1.69923  -3.25969
H  -0.53640  1.87588  1.29662
H  1.77422  -1.99551  3.82000